Computed, not measured: 2 unconnected molecules or ions with the total composition C2H8S3 at a distorted geometry, with ωB97M-V/def2-TZVPD.

Results
Max |F| = 4.85 eV/Å
SMILES = CSS.CS
Highest occupied orbital energy = -0.3195 hartree
Energy above the lowest of the compared OMol25 structures with the same formula, charge and spin = 157.00 kJ/mol
DFT total energy = -34707.7702 eV

Geometry as XYZ:
```
13
Properties=species:S:1:pos:R:3:forces:R:3:lowdin_charge:R:1
C 2.433733 2.401413 -1.898952 -2.3 1.2 -1.9 -0.509
S 2.683839 0.904927 -2.913089 0.0 -0.2 0.7 0.598
H 2.514729 2.012820 -0.875936 -0.8 0.7 -0.2 0.012
H 1.421315 2.955580 -2.344816 2.2 -1.7 2.1 0.089
H 3.146040 3.198764 -2.063756 0.7 -0.3 0.0 0.006
H 3.170576 1.478112 -3.982969 0.3 0.4 -0.7 -0.194
C -0.967989 -2.182389 2.783903 -4.6 1.3 -0.6 -0.486
S -0.750171 -0.968622 1.356731 -1.3 0.1 0.7 0.304
S -2.729527 -0.157930 1.241875 1.2 0.0 1.2 0.293
H -1.856325 -2.909882 2.386159 2.9 1.0 1.0 0.072
H 0.076390 -2.430220 2.911301 -0.2 -0.9 0.6 -0.008
H -1.546502 -1.648206 3.698746 2.1 -1.0 -1.9 0.069
H -2.986951 -0.425095 -0.006721 -0.1 -0.5 -1.0 -0.245
```
Forces are in eV/Å.

Computed, not measured: 2 unconnected molecules or ions with the total composition C2H8S3 at a distorted geometry, with ωB97M-V/def2-TZVPD.

Results
Max |F| = 1.26 eV/Å
SMILES = CCS.SS
Highest occupied orbital energy = -0.3228 hartree
Energy above the lowest of the compared OMol25 structures with the same formula, charge and spin = 50.26 kJ/mol
DFT total energy = -34708.8765 eV

Geometry as XYZ:
```
13
Properties=species:S:1:pos:R:3:forces:R:3:lowdin_charge:R:1
S -0.976944 -2.030740 -1.409911 0.1 0.1 0.1 0.225
S -0.741024 -4.016005 -0.762453 0.0 -0.1 -0.2 0.229
H -0.138823 -2.075732 -2.453466 -0.1 -0.1 -0.1 -0.197
H 0.415927 -4.250836 -1.396834 0.0 0.1 0.2 -0.206
C -0.513345 1.653919 1.271400 0.0 -0.2 0.8 -0.190
C 0.710642 0.939292 0.730673 -0.7 0.5 -0.9 -0.608
S 1.511291 1.863232 -0.651563 0.5 -0.1 0.9 0.662
H -0.259773 2.574168 1.789009 0.1 0.2 0.0 0.064
H -1.249335 1.891379 0.512884 0.0 0.0 -0.3 0.061
H -0.989493 0.998050 2.015807 0.0 0.1 -0.2 0.075
H 0.363712 0.036165 0.244592 0.3 -0.5 0.3 -0.003
H 1.409224 0.732782 1.527688 0.4 -0.1 -0.1 0.064
H 0.457942 1.684326 -1.417827 -0.4 0.0 -0.6 -0.174
```
Forces are in eV/Å.

Computed, not measured: 2 unconnected molecules or ions with the total composition C2H8S3 at a distorted geometry, with ωB97M-V/def2-TZVPD.

Results
Max |F| = 5.13 eV/Å
Highest occupied orbital energy (alpha / beta) = -0.4803 / -0.4793 hartree
Multiplicity = 2
Energy above the lowest of the compared OMol25 structures with the same formula, charge and spin = 98.95 kJ/mol
Total charge = +1
DFT total energy = -34699.5730 eV

Geometry as XYZ:
```
13
Properties=species:S:1:pos:R:3:forces:R:3:lowdin_charge:R:1
S 1.476258 -0.340661 -1.581157 -0.2 1.2 1.0 0.243
S 0.781108 -2.117291 -0.928655 -2.2 -0.4 -0.7 0.198
H 1.011482 0.356732 -0.460859 0.6 -0.2 -1.0 -0.238
H -0.534146 -1.990079 -1.512967 1.8 -0.5 0.8 -0.136
C -2.014982 1.002241 0.039736 -1.4 1.2 1.5 -0.288
S -0.902044 1.788927 1.271168 -0.7 -1.6 -1.3 1.121
C -0.378542 0.460775 2.384699 -3.4 -2.1 -3.2 -0.255
H -1.912310 1.525950 -0.901946 0.3 -0.1 -0.3 0.053
H -3.024499 1.424172 0.448294 1.3 -1.1 -0.6 0.107
H -1.995392 -0.101344 -0.012724 0.2 0.7 0.2 0.065
H -0.884693 -0.555361 2.369766 0.1 1.5 -0.4 0.124
H 0.581368 0.320622 2.114771 3.7 -0.4 -0.3 0.012
H -0.565832 0.945612 3.227357 0.0 1.6 4.4 -0.008
```
Forces are in eV/Å.

Computed, not measured: 2 unconnected molecules or ions with the total composition C2H8S4 at a distorted geometry, with ωB97M-V/def2-TZVPD.

Results
Max |F| = 5.92 eV/Å
SMILES = CSS.CSS
Highest occupied orbital energy = -0.3080 hartree
Energy above the lowest of the compared OMol25 structures with the same formula, charge and spin = 117.99 kJ/mol
DFT total energy = -45543.5177 eV

Geometry as XYZ:
```
14
Properties=species:S:1:pos:R:3:forces:R:3:lowdin_charge:R:1
C -0.077324 1.633908 -0.621276 1.7 1.3 -5.5 -0.438
S -0.614332 0.538571 -2.020849 -0.2 -0.4 0.9 0.331
S 1.236508 0.353413 -2.944285 0.5 0.2 0.7 0.316
H 0.565857 1.195118 0.066110 1.0 -0.8 1.2 -0.019
H 0.483903 2.399146 -1.349771 -1.1 -1.0 2.5 0.060
H -0.975406 1.991000 -0.261217 -1.6 1.0 1.1 -0.009
H 0.706310 -0.065639 -4.064369 -0.3 -0.2 -0.8 -0.224
C 0.623263 -1.422606 1.091139 2.1 -1.7 3.2 -0.414
S -0.318484 -1.896343 2.711285 -0.6 1.4 -1.7 0.336
S -1.610328 -0.198463 2.885375 1.8 -0.4 1.2 0.282
H 0.034757 -0.854479 0.452869 -1.1 1.0 -0.9 -0.072
H 1.551920 -0.890466 1.504824 -1.3 -0.7 -1.1 0.055
H 0.878509 -2.394496 0.604044 0.0 0.8 0.4 0.039
H -2.485153 -0.388665 1.946119 -0.8 -0.6 -1.0 -0.243
```
Forces are in eV/Å.